[1]
Formula: C14H28LaN6O6
Source: the Open Molecules 2025 dataset
Level of theory: wB97M-V/def2-TZVPD

Each line ends with the Mulliken charge.
Cartesian coordinates (Å):
H (5.290, -1.316, 1.144)  0.301
O (-0.545, -1.571, -2.519)  -0.471
H (4.625, -2.988, 1.304)  0.307
C (2.764, -1.133, 2.415)  -1.035
N (2.190, -1.106, 0.275)  -0.186
H (-3.551, -3.584, 0.928)  0.449
C (-2.937, -2.943, 1.558)  -1.650
H (-2.231, -3.570, 2.103)  0.361
C (1.517, -0.582, 2.263)  0.163
C (4.497, -2.011, 0.794)  -1.261
H (-1.357, 1.919, -3.709)  0.150
H (-2.271, 0.319, -3.838)  0.228
O (-2.417, -0.307, 2.388)  -0.484
C (0.983, 2.451, -0.628)  0.496
La (-0.944, 0.390, -0.210)  0.642
H (0.521, -0.880, 4.138)  0.312
H (1.337, 0.722, 3.948)  0.289
H (-1.539, 0.335, -6.050)  0.316
N (1.175, -0.575, 0.940)  0.233
H (3.316, -1.263, 3.339)  0.484
H (-2.238, 2.015, 0.044)  0.561
C (-1.633, -2.243, -0.630)  0.445
C (0.753, 3.972, 1.446)  -1.512
H (4.588, -2.143, -0.302)  0.315
C (-1.766, -3.685, -1.135)  -1.716
C (2.129, 3.173, -1.330)  -1.469
O (-3.003, 1.505, -0.353)  -0.756
H (1.590, 4.560, 1.080)  0.441
H (-0.382, -0.686, -2.899)  0.367
C (-1.783, 1.146, -4.333)  -0.539
H (-1.640, -4.411, -0.333)  0.462
H (-2.901, 0.568, 0.004)  0.414
O (-0.985, 0.762, -5.388)  -0.531
N (-1.098, -1.264, -1.259)  0.066
H (-1.009, -3.928, -1.881)  0.441
O (1.222, 0.720, -2.264)  -0.685
H (2.223, -1.212, -0.764)  0.241
O (-1.352, 2.271, 2.123)  -0.689
H (-2.741, -3.842, -1.593)  0.370
C (-2.193, -1.879, 0.743)  0.787
C (3.167, -1.437, 1.143)  0.618
H (-3.613, -2.499, 2.289)  0.444
N (0.436, 1.292, -1.255)  0.652
H (-0.106, 4.636, 1.541)  0.309
H (1.016, 3.613, 2.441)  0.273
C (0.744, -0.058, 3.425)  -0.978
H (-2.625, 1.671, -4.784)  0.460
N (-1.950, -0.674, 1.111)  0.276
H (-0.178, 0.400, 3.111)  0.300
H (3.003, 2.523, -1.376)  0.287
C (0.402, 2.789, 0.548)  0.147
H (2.425, 4.098, -0.842)  0.426
N (-0.644, 1.914, 0.968)  0.337
H (1.837, 3.418, -2.352)  0.299
H (-2.117, 0.610, 2.478)  0.492

Calculated values
Charge: +1
Gap between HOMO and LUMO (alpha / beta), eV: 6.0 / 6.0
HOMO level (alpha / beta), eV: -10.980 / -10.925
LUMO (alpha / beta), eV: -4.98 / -4.96

[2]
Formula: C14H28N2O22S4
Source: the Open Molecules 2025 dataset
Level of theory: wB97M-V/def2-TZVPD

Each line ends with the Mulliken charge.
Cartesian coordinates (Å):
H (-20.091, 13.696, -3.737)  0.290
C (-26.370, 18.673, -5.882)  0.298
C (-24.553, 16.047, 2.176)  -0.319
H (-24.137, 18.254, -3.109)  -0.269
H (-24.618, 17.115, 1.965)  0.211
H (-23.328, 14.753, 3.408)  0.263
O (-26.373, 17.564, -4.983)  -0.228
H (-21.187, 12.491, -4.343)  0.274
O (-20.643, 18.412, 0.004)  -0.371
O (-24.148, 16.399, -5.469)  -0.505
H (-26.690, 19.471, -0.385)  -0.234
N (-24.517, 17.845, -1.135)  1.138
O (-25.864, 15.658, 2.403)  -0.370
O (-21.510, 16.059, 0.501)  -0.460
S (-29.537, 18.595, 0.635)  1.083
H (-22.876, 20.219, 1.655)  0.342
C (-26.165, 18.025, -7.240)  -0.416
H (-27.449, 21.022, -0.465)  0.276
C (-21.975, 19.617, 1.537)  -0.441
C (-27.660, 19.953, -0.506)  0.222
H (-25.484, 19.291, -5.735)  -0.197
H (-20.262, 20.342, 0.337)  0.338
H (-21.629, 20.035, -0.716)  -0.013
C (-23.394, 22.517, -5.749)  0.488
O (-28.922, 17.285, 0.788)  -0.452
O (-24.064, 18.920, -0.769)  -0.602
C (-23.781, 15.739, 3.512)  -0.073
S (-25.561, 16.193, -5.570)  1.135
O (-24.067, 21.399, -5.503)  -0.323
O (-25.366, 17.211, -0.484)  -0.562
O (-22.224, 14.741, -2.776)  -0.427
S (-21.104, 17.306, 1.175)  1.101
O (-26.113, 14.921, -5.064)  -0.559
H (-21.376, 23.079, -5.342)  0.320
H (-27.260, 19.287, -5.744)  0.359
H (-21.655, 21.030, -3.322)  0.077
O (-24.852, 15.668, 4.483)  -0.373
H (-23.068, 17.045, -2.524)  0.331
H (-21.479, 20.529, -5.002)  0.355
C (-23.495, 20.654, -4.457)  0.265
O (-23.839, 23.359, -6.518)  -0.621
C (-22.199, 22.601, -4.811)  -0.563
O (-28.375, 19.752, 0.660)  -0.396
H (-28.811, 20.227, -2.387)  0.264
H (-21.358, 19.814, 2.415)  0.355
C (-28.609, 19.452, -1.648)  -0.076
H (-22.307, 23.343, -4.020)  0.267
O (-27.444, 15.239, 4.371)  -0.550
N (-21.902, 13.589, -2.551)  0.762
O (-26.480, 17.497, 4.052)  -0.542
H (-24.809, 16.608, -2.825)  0.348
H (-25.182, 18.250, -7.656)  0.271
H (-28.155, 18.590, -2.136)  0.220
H (-24.364, 15.408, 1.313)  0.404
H (-23.612, 19.573, -4.543)  -0.201
O (-22.351, 18.216, 1.647)  -0.190
O (-30.712, 18.935, 1.480)  -0.524
C (-21.162, 19.738, 0.223)  -0.067
C (-20.794, 12.924, -3.423)  -0.678
H (-20.362, 12.178, -2.756)  0.283
C (-22.080, 21.131, -4.320)  -0.310
H (-26.904, 18.312, -7.988)  0.304
O (-22.573, 12.863, -1.817)  -0.511
C (-24.108, 17.367, -2.476)  -0.435
H (-23.096, 16.541, 3.788)  0.235
S (-26.344, 16.081, 3.892)  1.143
O (-29.808, 19.062, -0.954)  -0.382
O (-26.176, 16.636, -7.006)  -0.377
H (-24.092, 20.909, -3.582)  0.201
O (-19.938, 17.287, 2.048)  -0.603

Calculated values
Charge: 0
Gap between HOMO and LUMO, eV: 10.2
HOMO level, eV: -10.649
LUMO, eV: -0.50
SMILES string: C[N+](=O)[O-].C[N+](=O)[O-].O=S1(=O)OCCO1.O=S1(=O)OCCO1.O=S1(=O)OCCO1.O=S1(=O)OCCO1.O=C1CCCO1

[3]
Formula: C14H29BrNO4S3
Source: the Open Molecules 2025 dataset
Level of theory: wB97M-V/def2-TZVPD

Each line ends with the Mulliken charge.
Cartesian coordinates (Å):
C (-1.690, 1.956, -2.962)  -0.831
S (-0.522, -4.978, 2.277)  1.093
H (0.162, 2.585, -5.031)  0.069
H (2.666, -3.303, 2.507)  0.348
H (2.388, -5.033, 2.740)  0.299
H (-0.896, 1.054, 0.123)  -0.297
H (-2.630, -1.057, 0.741)  0.322
H (1.375, -3.303, 0.428)  0.212
C (0.415, -5.208, 0.749)  -0.678
H (-0.252, -4.964, -0.075)  0.348
H (0.262, -2.821, 2.792)  0.279
H (1.766, 5.833, 2.430)  0.351
C (1.793, 4.929, 1.819)  -0.613
O (-0.508, -6.211, 3.030)  -0.689
C (1.625, -4.277, 0.852)  -0.495
C (-1.413, 0.911, -0.835)  0.091
S (0.921, 2.410, 1.672)  1.232
C (-1.511, -0.606, -1.062)  0.239
C (0.600, 3.450, 0.263)  -0.210
H (-0.328, 3.111, -0.220)  0.156
H (-0.330, 5.039, 1.376)  0.312
H (0.612, -3.990, 4.101)  0.408
Br (-3.536, 1.427, -0.090)  -0.560
C (0.627, -3.822, 3.026)  -0.606
H (-2.272, -0.860, -1.806)  0.101
C (1.955, -4.112, 2.341)  -0.616
H (-0.887, -1.268, 0.911)  0.074
O (-0.309, 2.059, 2.341)  -0.651
C (-0.216, 0.341, -4.391)  -0.405
H (-0.271, -0.261, -5.302)  0.436
N (-0.994, 1.792, -1.716)  -0.210
H (0.199, -0.290, -3.601)  0.099
H (0.695, 5.604, 0.056)  0.396
H (1.106, 3.808, 3.569)  0.340
O (1.871, 1.367, 1.349)  -0.741
H (-1.852, -2.464, 0.017)  0.381
H (-2.764, 2.131, -2.769)  0.321
H (-1.322, 2.878, -3.437)  0.365
H (0.690, -6.261, 0.712)  0.382
C (1.735, 3.675, 2.690)  -0.750
C (-1.613, 0.836, -4.015)  -0.644
C (0.608, 4.857, 0.845)  -0.752
H (1.415, 3.281, -0.442)  0.378
H (-2.172, -0.035, -3.658)  0.225
H (-0.524, -0.857, -1.481)  0.053
H (2.726, 4.941, 1.252)  0.270
S (1.049, 1.638, -4.681)  -0.267
H (-2.123, 1.175, -4.929)  0.424
H (2.470, -4.676, 0.291)  0.322
O (-1.775, -4.328, 2.001)  -0.604
H (2.710, 3.290, 2.982)  0.342
C (-1.731, -1.395, 0.221)  -1.047

Calculated values
Charge: -1
Gap between HOMO and LUMO, eV: 6.2
HOMO level, eV: -3.665
LUMO, eV: 2.50

[4]
Formula: C14H29N2O8STi
Source: the Open Molecules 2025 dataset
Level of theory: wB97M-V/def2-TZVPD

Each line ends with the Mulliken charge.
Cartesian coordinates (Å):
C (-2.164, 0.792, -1.170)  -0.743
H (-2.557, -2.141, 0.447)  0.464
H (-1.919, 2.990, 0.779)  0.293
Ti (0.632, -0.322, -0.107)  0.479
O (-0.130, 1.936, 0.823)  0.208
C (-3.074, 0.573, 0.026)  -0.705
C (0.891, 2.951, 0.878)  -0.782
H (-2.711, 0.757, -2.111)  0.514
N (0.613, 0.819, -4.697)  -0.368
H (2.988, 2.922, 0.325)  0.481
C (2.051, 2.433, 0.075)  -0.548
H (0.780, 1.794, -4.500)  0.231
H (1.876, 2.523, -0.987)  0.190
H (2.437, -0.257, 3.401)  0.678
H (-1.629, -3.437, -0.359)  0.573
H (0.248, -1.680, -4.915)  0.227
H (0.409, 0.574, -5.658)  0.242
O (1.971, -1.585, -0.102)  0.188
O (-1.160, -0.273, -1.195)  -0.104
H (-3.034, 1.640, 2.492)  0.500
O (1.181, -2.813, -1.757)  -0.587
H (3.615, 1.456, 1.757)  0.587
H (-1.597, 1.714, -1.121)  0.212
O (-0.513, -1.934, 0.530)  0.320
C (2.001, -2.655, -0.885)  -0.030
C (2.942, 0.638, 1.516)  -0.606
H (0.530, 3.887, 0.449)  0.535
C (-1.698, -2.365, -0.182)  -1.072
H (0.901, -2.076, -3.359)  0.311
H (-3.687, 1.460, 0.199)  0.532
H (3.523, -0.232, 1.231)  0.249
H (-2.686, -1.522, -1.909)  0.526
C (0.811, -0.094, -3.769)  0.807
H (-0.640, -3.384, 2.022)  0.438
O (2.178, 0.998, 0.334)  -0.244
H (-3.760, -0.254, -0.161)  0.383
H (1.489, 1.198, 3.065)  0.152
O (-2.287, 0.227, 1.157)  -0.244
H (-1.032, 3.107, 2.294)  0.582
H (-1.024, -2.043, -2.199)  0.281
H (1.574, -2.396, 2.302)  0.376
H (1.158, 3.134, 1.919)  0.449
C (-0.563, -2.301, 1.940)  -0.936
S (1.552, 0.451, -2.267)  -0.395
C (0.704, -1.792, 2.556)  -0.656
H (-1.524, 0.827, 2.917)  0.194
H (-1.445, -1.827, 2.363)  0.445
C (-1.324, 2.422, 1.497)  -0.776
N (0.553, -1.369, -4.001)  -0.318
C (1.952, 0.323, 2.619)  -0.741
O (0.886, -0.459, 2.004)  0.347
C (-1.689, -1.596, -1.479)  -0.451
C (-2.084, 1.273, 2.096)  -0.716
H (0.604, -1.723, 3.637)  0.595
H (2.885, -3.287, -0.758)  0.435

Calculated values
Charge: +3
Gap between HOMO and LUMO, eV: 7.7
HOMO level, eV: -19.084
LUMO, eV: -11.37

no.,energy (a.u.)
1,-1360.8780
2,-3907.4024
3,-4675.1408
4,-2509.0316